{
  "formula": "BH4O",
  "method": "ωB97M-V/def2-TZVPD",
  "charge": -1,
  "orbital_gap_ha": 0.28099,
  "multiplicity": 1,
  "e_tot_ev": -2789.360,
  "symbols": ["B", "O", "H", "H", "H", "H"],
  "coordinates": [[0.3740, -0.0261, 0.0117], [-1.0659, -0.4428, 0.2987], [1.1134, -0.6877, 0.7478], [0.6750, -0.2391, -1.1814], [0.5379, 1.1887, 0.2444], [-1.6344, 0.2070, -0.1213]],
  "mulliken_charge": [-0.0049, -0.7154, -0.1851, -0.1522, -0.1690, 0.2266]
}